No. 1
The following is a quantum chemistry calculation of one molecule with the formula C11H13NO, from the OMol25 dataset.

Properties
- total energy (hartree) = -556.8759
- 2S+1 = 1
- SMILES = N[C@@H]1[C@@H]2CC[C@H]1c1cccc(O)c12
- Kohn-Sham gap (eV) = 8.9
- energy above the lowest of the compared OMol25 structures with the same formula, charge and spin (eV) = 2.077
- net charge = 0
- molar mass (g mol⁻¹) = 175.23

Bonds (Å) are listed after each position.
Geometry (Å):
1 C 1.8133 0.1623 -0.8150  C2 1.538, C5 1.576, H14 1.179, N25 1.443
2 C 1.3960 -1.2052 -0.2479  C1 1.538, C3 1.556, C7 1.590, H15 1.076
3 C 1.5387 -0.9385 1.2779  C2 1.556, C4 1.555, H16 1.110, H17 1.143
4 C 1.1909 0.5721 1.3983  C3 1.555, C5 1.555, H18 1.058, H19 1.037
5 C 0.7595 1.0273 -0.0245  C1 1.576, C4 1.555, C6 1.389, H20 1.081
6 C -0.4174 0.3524 -0.3234  C5 1.389, C7 1.455, C11 1.460
7 C -0.1820 -1.0811 -0.4022  C2 1.590, C6 1.455, C8 1.422
8 C -1.2825 -1.9432 -0.1434  C7 1.422, C9 1.372, H21 1.095
9 C -2.5168 -1.3464 -0.2011  C8 1.372, C10 1.363, H22 1.052
10 C -2.7274 -0.0001 -0.1991  C9 1.363, C11 1.367, H23 1.122
11 C -1.7405 0.9441 -0.1470  C6 1.460, C10 1.367, O26 1.372
12 H 3.6634 0.9503 -1.4994  N25 0.923
13 H 3.7920 0.1606 -0.1066  N25 1.030
14 H 1.5707 0.2974 -1.9607  C1 1.179
15 H 1.9625 -1.9959 -0.7078  C2 1.076
16 H 2.5626 -1.1834 1.6294  C3 1.110
17 H 0.7939 -1.4781 1.9557  C3 1.143
18 H 0.3546 0.5244 2.0441  C4 1.058
19 H 1.9417 1.1636 1.8015  C4 1.037
20 H 0.6403 2.0877 -0.1969  C5 1.081
21 H -1.2563 -3.0236 0.0361  C8 1.095
22 H -3.3320 -1.9902 -0.0353  C9 1.052
23 H -3.7998 0.2622 0.0005  C10 1.122
24 H -2.9277 2.3062 0.2902  O26 1.039
25 N 3.1761 0.6368 -0.7808  C1 1.443, H12 0.923, H13 1.030
26 O -1.8987 2.2748 0.1474  C11 1.372, H24 1.039

Löwdin atomic charge list, values in e, 4 entries: -0.311 -0.157 -0.129 -0.107

No. 2
The following is a quantum chemistry calculation of one molecule with the formula C11H13NO9, from the OMol25 dataset.

Properties
- total energy (hartree) = -1158.7672
- 2S+1 = 1
- SMILES = CC(=O)OC(OC(C)=O)[C@]1(OC(C)=O)C=C[C@@H]([N+](=O)[O-])O1
- Kohn-Sham gap (eV) = 10.0
- net charge = 0
- molar mass (g mol⁻¹) = 303.22

Bonds (Å) are listed after each position.
Geometry (Å):
1 O 2.5455 -1.6138 1.3099  C10 1.227
2 O 2.2385 -0.5477 -2.4083  C11 1.220
3 O -1.0826 0.8825 2.5278  C12 1.227
4 O -3.7943 -1.4950 -1.1608  N15 1.242
5 O -3.2007 -2.2273 -3.1491  N15 1.233
6 O 1.4456 0.3699 1.1267  C10 1.336, C20 1.428
7 O 1.3749 1.0294 -0.9871  C11 1.356, C20 1.420
8 O -1.3946 0.9515 0.2032  C12 1.392, C21 1.449
9 O -0.9810 -0.5866 -1.5132  C19 1.455, C21 1.437
10 C 2.1991 -0.5293 1.7664  O1 1.227, O6 1.336, C16 1.522
11 C 1.9051 0.5994 -2.1592  O2 1.220, O7 1.356, C17 1.512
12 C -1.5042 1.4211 1.5087  O3 1.227, O8 1.392, C18 1.519
13 C -1.4741 -2.4357 -0.1945  C14 1.345, C19 1.465, H22 1.083
14 C -1.0017 -1.4527 0.5921  C13 1.345, C21 1.509, H23 1.068
15 N -2.9561 -1.8873 -1.9897  O4 1.242, O5 1.233, C19 1.465
16 C 2.6552 -0.2282 3.1864  C10 1.522, H24 1.102, H25 1.077, H26 1.123
17 C 2.1275 1.6652 -3.2079  C11 1.512, H27 1.073, H28 1.112, H29 1.086
18 C -2.3706 2.6462 1.7441  C12 1.519, H30 1.090, H31 1.096, H32 1.084
19 C -1.5545 -1.9230 -1.5641  O9 1.455, C13 1.465, N15 1.465, H33 1.121
20 C 0.8920 -0.0004 -0.1371  O6 1.428, O7 1.420, C21 1.525, H34 1.085
21 C -0.6174 -0.2115 -0.1744  O8 1.449, O9 1.437, C14 1.509, C20 1.525
22 H -1.8930 -3.3959 0.0787  C13 1.083
23 H -0.9383 -1.5627 1.6527  C14 1.068
24 H 1.8153 -0.3573 3.8872  C16 1.102
25 H 3.0554 0.7684 3.2647  C16 1.077
26 H 3.4720 -0.9459 3.4662  C16 1.123
27 H 2.4424 2.6076 -2.8024  C17 1.073
28 H 2.9161 1.3885 -3.9408  C17 1.112
29 H 1.1747 1.7856 -3.7158  C17 1.086
30 H -3.4005 2.3153 1.8771  C18 1.090
31 H -2.3201 3.3731 0.9250  C18 1.096
32 H -2.0702 3.1897 2.6327  C18 1.084
33 H -0.9904 -2.6180 -2.2388  C19 1.121
34 H 1.2851 -0.9751 -0.4064  C20 1.085

Löwdin atomic charge list, values in e, 4 entries: 0.089 0.105 0.086 0.097

No. 3
The following is a quantum chemistry calculation of one molecule with the formula C11H13P, from the OMol25 dataset.

Properties
- total energy (hartree) = -768.0301
- 2S+1 = 3
- Kohn-Sham gap (spin up / spin down) (eV) = 7.2 / 7.2
- net charge = 0
- molar mass (g mol⁻¹) = 176.20

Bonds (Å) are listed after each position.
Geometry (Å):
1 C 1.5013 2.1057 2.2850  C2 1.406, C3 1.404, H13 1.037
2 C 1.4579 0.7194 2.5139  C1 1.406, C4 1.351, H14 1.132
3 C 1.0051 2.5288 1.0421  C1 1.404, C5 1.374, H15 1.045
4 C 0.9345 -0.2209 1.6969  C2 1.351, C6 1.392, H16 1.058
5 C 0.3795 1.6442 0.1977  C3 1.374, C6 1.416, C7 1.483
6 C 0.3736 0.2656 0.5192  C4 1.392, C5 1.416
7 C -0.2359 2.1870 -1.0374  C5 1.483, P12 1.985, H17 1.061, H18 1.161
8 C -1.8392 -1.7792 -0.4664  C9 1.535, C10 1.462, H19 1.047, H20 1.013
9 C -0.9185 -1.9624 -1.6812  C8 1.535, C10 1.459, C11 1.571, H21 1.119
10 C -1.1433 -0.6507 -1.0834  C8 1.462, C9 1.459, P12 1.749
11 C 0.3900 -2.7687 -1.3582  C9 1.571, H22 1.097, H23 1.040, H24 1.078
12 P -1.6516 0.9300 -1.6331  C7 1.985, C10 1.749, H25 1.406
13 H 2.0673 2.7871 2.8245  C1 1.037
14 H 1.8213 0.3021 3.5015  C2 1.132
15 H 0.9350 3.5582 0.8794  C3 1.045
16 H 0.7563 -1.2191 1.9975  C4 1.058
17 H -0.7729 3.0997 -1.0947  C7 1.061
18 H 0.5061 2.1357 -1.9290  C7 1.161
19 H -2.8847 -1.8318 -0.4994  C8 1.047
20 H -1.4272 -2.2701 0.3178  C8 1.013
21 H -1.1534 -2.0535 -2.7720  C9 1.119
22 H 1.3310 -2.3736 -1.7595  C11 1.097
23 H 0.2730 -3.7409 -1.7079  C11 1.040
24 H 0.5247 -2.8426 -0.2911  C11 1.078
25 H -2.2296 1.4502 -0.4623  P12 1.406

Löwdin atomic charge list, values in e, 4 entries: -0.054 -0.122 -0.055 -0.103